{
  "formula": "C33H24HgN9OS2",
  "method": "ωB97M-V with the def2-TZVPD basis set",
  "spin_multiplicity": 2,
  "charge": -2,
  "s2": 0.7723,
  "mol_weight_g_mol": 827.3,
  "total_energy_ha": -2789.95610,
  "homo_lumo_gap_ev": [6.09, 6.52],
  "homo_ev": [-1.79, -2.43],
  "symbols": ["Hg", "C", "C", "C", "C", "C", "C", "N", "N", "C", "C", "C", "C", "C", "N", "H", "H", "H", "H", "H", "H", "H", "H", "H", "S", "C", "C", "C", "C", "C", "C", "S", "H", "H", "H", "H", "N", "C", "C", "C", "C", "C", "C", "N", "C", "C", "C", "C", "N", "C", "C", "H", "H", "H", "H", "H", "H", "H", "H", "H", "N", "C", "O", "C", "C", "N", "C", "N", "H", "H"],
  "xyz": [[-0.628, 1.127, -1.362], [-3.037, -1.862, -5.683], [-2.107, -2.786, -5.220], [-1.245, -2.477, -4.182], [-1.297, -1.210, -3.575], [-2.238, -0.282, -4.046], [-3.091, -0.607, -5.083], [-0.463, -0.835, -2.534], [0.399, -1.750, -2.147], [1.214, -1.375, -1.113], [2.160, -2.312, -0.656], [3.004, -1.968, 0.368], [2.919, -0.693, 0.936], [1.972, 0.172, 0.437], [1.127, -0.160, -0.543], [-3.707, -2.114, -6.495], [-2.052, -3.769, -5.676], [-0.523, -3.194, -3.819], [-2.288, 0.699, -3.587], [-3.808, 0.129, -5.427], [2.199, -3.277, -1.142], [3.748, -2.673, 0.718], [3.591, -0.367, 1.716], [1.885, 1.183, 0.819], [-2.548, 1.042, 0.366], [-2.945, 2.765, 0.328], [-3.905, 3.200, 1.252], [-4.331, 4.514, 1.322], [-3.792, 5.447, 0.444], [-2.843, 5.040, -0.474], [-2.396, 3.714, -0.562], [-1.180, 3.419, -1.811], [-4.321, 2.463, 1.928], [-5.075, 4.804, 2.055], [-4.104, 6.484, 0.476], [-2.413, 5.763, -1.158], [-0.456, 0.116, 2.834], [0.072, 0.935, 3.798], [-0.046, 2.303, 4.024], [0.640, 2.813, 5.110], [1.419, 1.989, 5.941], [1.533, 0.633, 5.706], [0.847, 0.097, 4.615], [0.788, -1.201, 4.150], [0.015, -1.143, 3.093], [-0.329, -2.303, 2.255], [0.082, -3.586, 2.594], [-0.301, -4.626, 1.765], [-1.041, -4.479, 0.666], [-1.418, -3.246, 0.339], [-1.082, -2.138, 1.100], [-1.072, 0.417, 2.069], [-0.638, 2.934, 3.373], [0.585, 3.874, 5.319], [1.947, 2.434, 6.775], [2.140, -0.005, 6.336], [0.686, -3.753, 3.475], [0.002, -5.643, 1.996], [-1.995, -3.122, -0.569], [-1.354, -1.119, 0.859], [3.082, -0.514, -3.735], [3.450, 0.466, -2.811], [2.803, 1.509, -2.748], [4.620, 0.176, -2.015], [5.264, -1.071, -2.093], [5.779, -2.108, -2.188], [5.097, 1.120, -1.082], [5.517, 1.880, -0.316], [2.105, -0.437, -3.980], [3.372, -1.456, -3.523]],
  "forces_ev_per_a": [[0.0, -0.1, -0.1], [0.0, 0.0, 0.0], [0.0, 0.0, 0.0], [0.0, 0.0, 0.0], [0.0, 0.0, 0.0], [0.0, 0.0, 0.0], [0.0, 0.0, 0.0], [0.0, 0.0, 0.1], [0.0, 0.0, 0.0], [0.0, 0.0, 0.0], [0.0, 0.0, 0.0], [0.0, 0.0, 0.0], [0.0, 0.0, 0.0], [0.1, 0.0, 0.0], [-0.1, 0.0, 0.0], [0.0, 0.0, 0.0], [0.0, 0.0, 0.0], [0.0, 0.0, 0.0], [0.0, 0.0, 0.0], [0.0, 0.0, 0.0], [0.0, 0.0, 0.0], [0.0, 0.0, 0.0], [0.0, 0.0, 0.0], [0.0, 0.0, 0.0], [0.0, 0.1, 0.0], [0.0, 0.0, 0.1], [0.0, 0.0, 0.0], [0.0, 0.0, 0.0], [0.0, 0.0, 0.0], [0.0, 0.0, 0.0], [0.0, 0.0, 0.0], [0.0, 0.0, 0.0], [0.0, 0.0, 0.0], [0.0, 0.0, 0.0], [0.0, 0.0, 0.0], [0.0, 0.0, 0.0], [0.0, -0.1, 0.0], [0.0, 0.0, 0.0], [0.0, 0.0, 0.0], [0.0, 0.0, 0.0], [0.0, 0.0, 0.0], [0.0, 0.0, 0.0], [0.0, 0.0, 0.0], [0.0, 0.0, 0.0], [0.0, 0.0, 0.0], [0.0, 0.0, 0.0], [0.0, 0.0, 0.0], [0.0, 0.0, 0.1], [-0.1, -0.1, -0.1], [0.1, 0.2, 0.1], [0.2, 0.3, 0.4], [0.0, 0.0, 0.1], [0.0, 0.0, 0.0], [0.0, 0.0, 0.0], [0.0, 0.0, 0.0], [0.0, 0.0, 0.0], [0.0, 0.0, 0.0], [0.0, 0.0, 0.0], [0.0, -0.1, 0.0], [-0.3, -0.3, -0.5], [0.0, 0.0, 0.0], [0.0, 0.1, -0.1], [0.1, 0.0, 0.1], [0.0, 0.0, 0.1], [0.1, 0.1, 0.0], [0.0, 0.0, 0.0], [0.0, 0.0, -0.1], [0.0, 0.0, 0.0], [0.0, 0.0, 0.0], [0.0, 0.0, 0.0]]
}